Record 1
C19H19NOS2 | ωB97M-V/def2-TZVPD

Values from the calculation:
- strongest force on any atom (hartree/bohr) = 0.0389
- HOMO energy (Eh) = -0.2259
- calculated total energy (eV) = -45217.024

Geometry as ORCA input:
```
! RIJCOSX wB97M-V def2-TZVPD def2/J DEFGRID3
* xyz 0 1
C -0.11 -3.22 -1.68
C -1.01 -2.81 -0.53
O -0.11 -2.44 0.54
C -0.67 -1.97 1.69
S 0.31 -1.33 2.89
S -2.34 -2.02 1.84
H -0.71 -3.50 -2.54
H 0.55 -2.39 -1.96
H 0.53 -4.06 -1.40
H -1.65 -1.97 -0.84
H -1.67 -3.65 -0.26
C 3.82 -0.76 7.90
N 3.73 -0.04 6.64
C 3.13 -0.51 5.51
C 3.32 0.42 4.46
C 2.95 0.21 3.14
C 2.99 1.22 2.10
C 2.47 2.52 2.31
C 2.49 3.46 1.28
C 3.07 3.13 0.04
C 3.60 1.85 -0.17
C 3.51 0.89 0.82
C 4.05 1.55 5.05
C 4.65 2.69 4.54
C 5.40 3.52 5.40
C 5.60 3.17 6.74
C 5.05 1.99 7.27
C 4.29 1.22 6.41
H 4.33 -0.12 8.62
H 2.82 -1.00 8.28
H 4.38 -1.69 7.78
H 2.64 -1.46 5.47
H 2.77 -0.83 2.83
H 2.05 2.77 3.29
H 2.09 4.46 1.46
H 3.12 3.88 -0.74
H 4.10 1.62 -1.11
H 3.91 -0.12 0.67
H 4.55 2.94 3.49
H 5.84 4.44 5.02
H 6.19 3.81 7.39
H 5.19 1.68 8.30
*
```

For reference, the Löwdin charges in units of e are: -0.09 -0.33 -0.22 -1.39 0.55 0.53 0.07 0.07 0.07 0.10 0.10 0.01 -0.07 0.08 -0.13 0.01 -0.22 -0.04 -0.07 -0.06 -0.07 -0.01 -0.09 -0.01 -0.06 -0.07 -0.01 -0.16 0.08 0.11 0.11 0.15 0.05 0.13 0.11 0.11 0.11 0.13 0.11 0.11 0.11 0.11


Record 2
C4H13NOS | ωB97M-V/def2-TZVPD

Values from the calculation:
- strongest force on any atom (hartree/bohr) = 0.0283
- HOMO energy (Eh) = -0.3278
- calculated total energy (eV) = -18731.284
- structure (SMILES) = CNCCCS.O

Geometry as ORCA input:
```
! RIJCOSX wB97M-V def2-TZVPD def2/J DEFGRID3
* xyz 0 1
C -2.39 -0.55 0.70
N -1.13 0.15 0.57
C 0.00 -0.77 0.35
C 1.14 -0.04 -0.33
C 0.88 0.37 -1.78
S 0.79 -1.00 -2.98
H -2.27 -1.29 1.49
H -2.63 -1.11 -0.21
H -3.16 0.18 0.92
H -1.18 0.88 -0.12
H -0.31 -1.68 -0.17
H 0.34 -0.99 1.36
H 2.02 -0.70 -0.36
H 1.42 0.84 0.25
H 1.66 1.03 -2.13
H -0.11 0.80 -1.86
H 2.03 -1.50 -2.89
O 1.33 1.66 2.33
H 1.08 2.55 2.61
H 0.50 1.17 2.25
*
```

For reference, the Löwdin charges in units of e are: -0.14 -0.14 -0.25 -0.27 -0.56 0.69 0.08 0.08 0.07 0.09 0.10 0.11 0.11 0.08 0.06 0.05 -0.15 -0.07 0.04 0.01


Record 3
C6H8BrN | ωB97M-V/def2-TZVPD

Values from the calculation:
- strongest force on any atom (hartree/bohr) = 0.0527
- HOMO energy (Eh) = -0.3652
- calculated total energy (eV) = -77882.078

Geometry as ORCA input:
```
! RIJCOSX wB97M-V def2-TZVPD def2/J DEFGRID3
* xyz 0 1
C 1.38 3.21 0.54
C 0.08 0.20 -0.08
C 0.62 -0.98 -0.29
C 0.50 1.34 -1.01
C -1.06 0.46 0.79
C 0.14 -2.26 0.38
N 0.91 2.45 -0.19
Br -2.78 0.38 -0.23
H -0.94 1.39 1.40
H 1.38 -1.08 -1.03
H 1.28 1.25 -1.76
H -0.27 1.53 -1.68
H -1.31 -0.27 1.53
H 0.53 -3.12 -0.24
H -0.94 -2.22 0.51
H 0.50 -2.30 1.37
*
```

For reference, the Löwdin charges in units of e are: 0.00 -0.37 -0.09 -0.16 -0.51 -0.07 -0.06 0.60 0.09 0.10 0.13 0.08 0.03 0.10 0.06 0.06


Record 4
C7H12Cl2N3S | ωB97M-V/def2-TZVPD

Values from the calculation:
- strongest force on any atom (hartree/bohr) = 0.0650
- HOMO energy (alpha / beta) (Eh) = -0.4107 / -0.4106
- calculated total energy (eV) = -47793.399

Geometry as ORCA input:
```
! RIJCOSX wB97M-V def2-TZVPD def2/J DEFGRID3
* xyz 1 1
C 0.23 1.48 -0.38
C -2.11 0.85 -2.22
C -1.01 -0.49 -0.35
C -1.65 2.14 -1.81
C 0.78 -0.79 2.66
C 2.02 -1.40 2.02
C 1.80 -1.93 0.61
N -2.59 -0.05 -2.85
N 0.18 0.16 -0.41
N -0.88 2.26 -0.59
S 1.71 -0.65 -0.68
Cl -1.19 -2.07 -0.96
Cl -0.63 2.60 -3.30
H 1.20 1.94 -0.19
H -1.77 -0.10 0.30
H -2.47 2.87 -1.76
H 1.01 -0.50 3.68
H 0.44 0.09 2.12
H -0.03 -1.52 2.69
H 2.33 -2.25 2.64
H 2.84 -0.68 2.02
H 2.68 -2.49 0.29
H 0.92 -2.56 0.53
H -3.11 -0.16 -3.70
H -0.72 3.24 -0.36
*
```

For reference, the Löwdin charges in units of e are: -0.20 -0.15 -0.65 -0.58 -0.10 -0.30 -0.46 0.24 -0.44 0.01 1.02 0.73 0.66 0.13 0.10 0.14 0.08 0.05 0.08 0.12 0.11 0.09 0.04 0.13 0.15


Record 5
C26H40NO10 | ωB97M-V/def2-TZVPD

Values from the calculation:
- strongest force on any atom (hartree/bohr) = 0.0624
- HOMO energy (Eh) = -0.4281
- calculated total energy (eV) = -49569.294

Geometry as ORCA input:
```
! RIJCOSX wB97M-V def2-TZVPD def2/J DEFGRID3
* xyz 1 1
C -5.94 1.72 2.87
C -6.08 0.57 1.80
C -5.35 -0.72 2.43
C -3.80 -0.44 2.21
C -2.79 -0.97 3.33
C -1.39 -1.13 2.54
C -1.91 -1.80 1.20
N -3.19 -1.06 0.97
O -5.41 0.79 0.56
C -5.58 2.11 0.02
C -4.23 2.86 0.25
C -3.05 2.26 -0.41
C -1.72 2.83 -0.24
C -1.58 4.00 0.62
C -2.73 4.64 1.29
C -4.06 4.03 1.09
H -4.89 2.04 3.04
H -6.39 1.32 3.83
H -6.58 2.59 2.58
H -7.16 0.26 1.70
H -5.51 -0.69 3.54
H -5.68 -1.67 1.95
H -3.52 0.65 2.18
H -2.52 -0.13 4.03
H -3.06 -1.94 3.81
H -0.89 -0.19 2.18
H -0.71 -1.82 3.08
H -1.27 -1.56 0.31
H -2.05 -2.91 1.21
H -3.91 -1.64 0.52
H -2.95 -0.33 0.28
H -5.68 1.99 -1.10
H -6.49 2.66 0.35
H -3.15 1.33 -1.04
H -0.85 2.33 -0.73
H -0.57 4.45 0.81
H -2.60 5.52 1.95
H -4.96 4.46 1.60
C 3.22 -2.12 3.24
C 3.06 -1.21 2.05
C 4.00 -0.05 2.03
O 3.29 0.89 1.22
C 1.97 0.63 1.40
O 1.09 1.34 1.02
O 1.79 -0.54 2.07
H 2.45 -2.90 3.24
H 4.20 -2.61 3.22
H 3.12 -1.58 4.18
H 3.11 -1.79 1.13
H 4.97 -0.30 1.60
H 4.16 0.41 3.02
C 2.12 3.38 -2.46
C 2.06 2.28 -3.50
C 1.43 1.01 -3.01
O 2.00 0.04 -3.89
C 3.22 0.52 -4.25
O 4.04 -0.12 -4.81
O 3.37 1.82 -3.86
H 2.67 4.24 -2.86
H 1.12 3.70 -2.18
H 2.65 3.06 -1.56
H 1.57 2.64 -4.40
H 0.34 1.02 -3.08
H 1.72 0.74 -1.98
C 6.63 -4.88 -4.20
C 5.34 -4.21 -3.77
C 5.49 -2.75 -3.44
O 4.37 -2.54 -2.58
C 4.13 -3.73 -1.96
O 3.40 -3.86 -1.02
O 4.85 -4.73 -2.53
H 6.47 -5.95 -4.34
H 7.00 -4.45 -5.13
H 7.40 -4.77 -3.43
H 4.57 -4.37 -4.53
H 5.43 -2.11 -4.32
H 6.40 -2.52 -2.88
*
```

For reference, the Löwdin charges in units of e are: -0.04 -0.35 -0.05 -0.23 -0.10 -0.12 -0.10 0.07 -0.17 -0.15 -0.18 -0.06 -0.07 -0.07 -0.04 -0.04 0.09 0.10 0.09 0.16 0.13 0.13 0.14 0.13 0.13 0.11 0.12 0.14 0.14 0.18 0.14 0.14 0.13 0.11 0.08 0.11 0.10 0.11 -0.01 -0.33 -0.09 0.07 -0.55 0.13 0.06 0.09 0.10 0.09 0.16 0.15 0.15 -0.01 -0.34 -0.11 0.07 -0.54 0.16 0.10 0.09 0.08 0.09 0.16 0.14 0.13 -0.02 -0.34 -0.10 0.06 -0.55 0.14 0.09 0.09 0.09 0.09 0.16 0.13 0.14


Record 6
C21H21ClN4O2 | ωB97M-V/def2-TZVPD

Values from the calculation:
- strongest force on any atom (hartree/bohr) = 0.3674
- HOMO energy (Eh) = -0.2924
- calculated total energy (eV) = -44676.611

Geometry as ORCA input:
```
! RIJCOSX wB97M-V def2-TZVPD def2/J DEFGRID3
* xyz 0 1
C 2.22 0.06 -3.09
H 2.58 -0.38 -3.96
O 1.06 -0.45 -2.46
C 1.46 -1.75 -1.94
C 2.82 -2.35 -2.11
C 2.90 -3.76 -1.36
C 1.89 -4.42 -0.59
C 0.50 -3.57 -0.74
C 0.33 -2.39 -1.36
N -0.80 -1.63 -1.23
C -2.03 -1.81 -0.33
O -2.00 -2.62 0.41
N -2.66 -0.69 -0.53
C -2.81 0.37 -1.25
H -3.72 0.85 -1.52
C -1.78 1.30 -0.53
N -1.71 1.19 0.90
C -0.94 1.85 1.68
C -1.55 2.96 2.57
C -0.52 3.52 3.32
N 0.81 3.55 2.96
C 1.19 2.39 2.28
C 2.55 2.40 2.12
C 3.13 1.28 1.42
C 2.15 0.62 0.49
C 0.94 0.72 0.82
C 0.59 1.74 1.51
H 0.16 -0.06 0.34
H 2.80 -0.47 0.21
Cl 4.92 1.25 1.21
H 3.19 3.17 2.56
H -0.78 4.42 3.83
H -2.52 3.03 2.77
C -3.08 0.90 1.27
H -3.14 0.83 2.37
C -3.82 -0.50 0.79
H -4.70 -0.39 0.36
H -3.42 -1.44 1.67
H -3.96 1.64 0.97
H -0.91 1.21 -0.93
H -2.12 2.43 -0.64
H -2.41 -0.12 -2.17
H -0.74 -0.97 -1.89
H -0.16 -4.09 -0.09
H 1.82 -5.26 -0.31
H 3.81 -4.05 -1.33
H 3.59 -1.99 -2.45
H 1.93 1.11 -3.44
H 2.95 0.36 -2.59
*
```

For reference, the Löwdin charges in units of e are: -0.11 0.08 -0.10 -0.14 0.09 -0.02 0.05 0.05 -0.27 0.13 -0.56 0.20 -0.05 -0.19 0.13 -0.09 -0.11 -0.07 0.06 -0.13 0.12 -0.35 -0.01 -0.52 -0.08 -0.11 -0.21 0.18 0.19 0.57 0.12 0.09 0.04 -0.15 0.11 0.10 0.03 0.21 0.15 0.04 0.17 0.16 0.04 0.07 -0.04 0.00 -0.02 0.13 0.01


Record 7
CH5PS | ωB97M-V/def2-TZVPD

Values from the calculation:
- strongest force on any atom (hartree/bohr) = 0.0585
- HOMO energy (Eh) = -0.3267
- calculated total energy (eV) = -21241.618
- structure (SMILES) = C[PH2]=S

Geometry as ORCA input:
```
! RIJCOSX wB97M-V def2-TZVPD def2/J DEFGRID3
* xyz 0 1
C -0.36 0.14 0.34
P 1.23 0.30 -0.51
S 3.06 -0.15 0.17
H -1.07 0.05 -0.44
H -0.47 1.02 0.91
H -0.38 -0.70 1.08
H 0.77 1.40 -1.22
H 0.91 -0.52 -1.59
*
```

For reference, the Löwdin charges in units of e are: -0.32 0.25 0.04 0.02 0.01 0.07 -0.03 -0.05


Record 8
C27H25IrN5O3S2 | ωB97M-V/def2-TZVPD

Values from the calculation:
- strongest force on any atom (hartree/bohr) = 0.0164
- HOMO energy (alpha / beta) (Eh) = -0.4869 / -0.4828
- calculated total energy (eV) = -66495.972
- ⟨S²⟩ = 0.755

Geometry as ORCA input:
```
! RIJCOSX wB97M-V def2-TZVPD def2/J DEFGRID3
* xyz 2 2
Ir -0.45 0.61 0.24
O -1.08 -3.38 0.08
C -1.09 -2.19 0.29
N -0.08 -1.30 0.04
C 1.21 -1.57 -0.52
C 1.73 -2.84 -0.76
C 3.01 -2.96 -1.29
C 3.77 -1.84 -1.56
C 3.27 -0.57 -1.32
C 1.99 -0.42 -0.80
N 1.36 0.83 -0.49
C 1.83 2.08 -0.72
O 2.87 2.39 -1.27
C 0.86 3.14 -0.21
C 1.19 4.47 -0.30
C 0.29 5.42 0.16
C -0.91 5.00 0.71
C -1.17 3.64 0.77
N -0.31 2.73 0.32
C -2.30 -1.49 0.89
C -3.39 -2.24 1.29
C -4.48 -1.58 1.85
C -4.43 -0.21 2.00
C -3.31 0.47 1.57
N -2.26 -0.15 1.03
H 1.13 -3.71 -0.54
H 3.41 -3.95 -1.47
H 4.77 -1.95 -1.96
H 3.87 0.31 -1.53
H 2.15 4.74 -0.74
H 0.53 6.48 0.10
H -1.64 5.70 1.08
H -2.10 3.27 1.18
H -3.35 -3.31 1.16
H -5.35 -2.14 2.17
H -5.26 0.34 2.43
H -3.24 1.55 1.67
O 0.30 0.62 2.18
S 1.50 -0.30 2.59
C 1.22 -0.48 4.38
C 2.28 0.35 5.10
C 2.66 1.50 4.17
C 2.88 0.84 2.82
H 1.23 -1.54 4.62
H 0.21 -0.09 4.51
H 3.16 -0.27 5.31
H 1.89 0.70 6.06
H 3.55 2.02 4.50
H 1.85 2.22 4.10
H 3.78 0.21 2.80
H 2.90 1.50 1.95
S -1.45 0.82 -1.81
C -0.51 -0.21 -2.88
N 0.56 0.34 -3.50
C 1.37 -0.34 -4.33
C 1.12 -1.66 -4.59
C 0.02 -2.26 -3.99
C -0.80 -1.54 -3.14
H 0.75 1.31 -3.31
H 2.19 0.22 -4.76
H 1.77 -2.21 -5.26
H -0.20 -3.30 -4.19
H -1.66 -1.99 -2.67
*
```

For reference, the Löwdin charges in units of e are: 1.35 0.10 -0.46 -0.10 -0.23 0.00 -0.06 -0.07 -0.01 -0.22 -0.10 -0.48 0.09 -0.18 0.04 0.01 -0.01 -0.08 -0.09 -0.17 0.04 0.01 -0.01 -0.08 -0.09 0.11 0.12 0.12 0.11 0.14 0.13 0.13 0.11 0.14 0.13 0.13 0.10 -0.64 1.08 -0.27 -0.20 -0.21 -0.29 0.10 0.10 0.12 0.13 0.13 0.12 0.12 0.09 0.76 -0.60 0.10 0.00 0.01 0.02 -0.04 0.16 0.15 0.13 0.14 0.13


Record 9
C4H5N5O | ωB97M-V/def2-TZVPD

Values from the calculation:
- strongest force on any atom (hartree/bohr) = 0.1439
- HOMO energy (Eh) = -0.6504
- calculated total energy (eV) = -13702.101

Geometry as ORCA input:
```
! RIJCOSX wB97M-V def2-TZVPD def2/J DEFGRID3
* xyz 2 1
C 0.43 0.90 1.50
C -0.63 -0.68 0.23
C -0.73 -1.59 -3.10
C 0.69 0.41 -0.71
N -1.30 -1.78 -0.04
N -1.61 -2.54 -0.91
N -1.23 -2.44 -2.32
N 1.07 1.11 0.32
N -0.57 0.00 1.40
O -0.36 -0.80 -3.84
H 0.48 1.34 2.49
H 1.20 0.22 -1.59
H -1.44 -3.42 -2.58
H 1.80 1.73 0.32
H -1.28 -0.15 2.28
*
```

For reference, the Löwdin charges in units of e are: 0.01 -0.09 -0.09 0.23 0.08 0.13 0.15 0.11 0.13 0.37 0.18 0.10 0.22 0.16 0.30


Record 10
C4H13N4O | ωB97M-V/def2-TZVPD

Values from the calculation:
- strongest force on any atom (hartree/bohr) = 0.0490
- HOMO energy (Eh) = -0.5062
- calculated total energy (eV) = -12362.159

Geometry as ORCA input:
```
! RIJCOSX wB97M-V def2-TZVPD def2/J DEFGRID3
* xyz 1 1
C 1.13 -2.93 -2.08
C 0.05 -1.91 -1.80
O 0.08 -1.18 -0.81
N -1.10 -1.93 -2.58
H 0.63 -3.91 -2.27
H 1.96 -2.83 -1.42
H -1.84 -1.30 -2.34
H -1.38 -2.84 -2.91
H 1.56 -2.74 -3.07
C -0.40 3.40 1.93
C -0.08 0.97 1.41
N -0.18 1.19 0.09
N -0.07 2.01 2.26
N 0.31 -0.24 1.86
H -0.35 2.15 -0.22
H -0.20 0.45 -0.65
H 0.41 1.80 3.12
H 0.49 -0.51 2.81
H 0.37 -0.95 1.13
H 0.47 3.99 1.67
H -0.82 3.83 2.82
H -1.06 3.48 1.05
*
```

For reference, the Löwdin charges in units of e are: 0.02 -0.48 -0.03 0.16 0.11 0.08 0.11 0.11 0.10 -0.03 -0.42 0.19 0.03 0.20 0.12 0.09 0.15 0.13 0.10 0.09 0.09 0.09


Record 11
C4H4O2 | ωB97M-V/def2-TZVPD

Values from the calculation:
- strongest force on any atom (hartree/bohr) = 0.0114
- HOMO energy (Eh) = -0.3214
- calculated total energy (eV) = -8302.337

Geometry as ORCA input:
```
! RIJCOSX wB97M-V def2-TZVPD def2/J DEFGRID3
* xyz 0 1
O 0.61 -1.41 1.25
C -0.26 -0.36 0.99
C 0.32 0.80 0.22
O 1.25 0.27 -0.71
C -1.07 -0.20 -0.30
C -0.09 0.22 -1.20
H 1.16 -1.54 0.46
H -0.83 -0.16 1.88
H 0.28 1.87 0.36
H -0.26 0.76 -2.14
*
```

For reference, the Löwdin charges in units of e are: 0.01 -0.33 -0.16 0.00 0.10 -0.16 0.10 0.14 0.16 0.14


Record 12
C52H52AsCl2N5O7STa | ωB97M-V/def2-TZVPD

Values from the calculation:
- strongest force on any atom (hartree/bohr) = 0.0386
- HOMO energy (Eh) = -0.4948
- calculated total energy (eV) = -174804.921

Geometry as ORCA input:
```
! RIJCOSX wB97M-V def2-TZVPD def2/J DEFGRID3
* xyz 3 1
Ta -0.30 -0.20 -0.19
O -3.68 3.92 4.44
C -2.42 4.34 3.99
C -1.96 3.40 2.91
C -0.70 3.51 2.34
C -0.34 2.63 1.35
N -1.15 1.66 0.88
C -2.37 1.56 1.43
C -2.80 2.41 2.43
C -3.22 0.51 0.88
C -4.53 0.34 1.27
C -5.31 -0.63 0.66
C -6.76 -0.82 1.02
O -6.97 -0.21 2.28
C -4.72 -1.40 -0.33
C -3.40 -1.18 -0.66
N -2.63 -0.25 -0.06
H -4.01 4.53 5.11
H -1.67 4.35 4.79
H -2.45 5.36 3.57
H 0.00 4.26 2.67
H 0.64 2.71 0.91
H -3.79 2.32 2.85
H -4.98 0.95 2.04
H -6.99 -1.89 1.03
H -7.37 -0.36 0.23
H -7.92 -0.13 2.44
H -5.27 -2.17 -0.86
H -2.93 -1.76 -1.43
S 1.57 -0.26 -1.76
C 1.33 0.61 -3.28
C 2.41 0.66 -4.15
C 2.27 1.32 -5.36
C 1.06 1.93 -5.71
C 0.00 1.88 -4.83
C 0.14 1.22 -3.61
As -1.25 1.22 -2.30
C -1.62 3.09 -2.24
C -0.79 3.92 -1.50
C -0.95 5.30 -1.56
C -1.94 5.84 -2.36
C -2.75 5.02 -3.12
C -2.60 3.64 -3.07
C -2.72 0.44 -3.24
C -2.48 -0.46 -4.27
C -3.56 -1.04 -4.94
C -4.86 -0.73 -4.57
C -5.09 0.17 -3.53
C -4.02 0.75 -2.86
H 3.35 0.19 -3.88
H 3.11 1.37 -6.04
H 0.96 2.44 -6.65
H -0.94 2.37 -5.08
H 0.02 3.51 -0.92
H -0.30 5.94 -0.98
H -2.07 6.92 -2.41
H -3.50 5.44 -3.78
H -3.24 3.01 -3.67
H -1.47 -0.67 -4.59
H -3.38 -1.72 -5.76
H -5.69 -1.17 -5.10
H -6.11 0.43 -3.26
H -4.21 1.46 -2.06
O -1.31 -2.43 0.89
C -1.17 -1.84 1.97
O -0.78 -0.64 2.01
C -1.48 -2.51 3.29
N -1.79 -3.97 3.00
C -3.18 -4.27 3.55
C -3.87 -2.92 3.51
C -2.76 -1.95 3.94
H -0.61 -2.43 3.93
H -1.08 -4.60 3.37
H -1.78 -4.04 1.98
H -3.07 -4.64 4.56
H -3.64 -5.04 2.93
H -4.71 -2.89 4.20
H -4.23 -2.69 2.51
H -2.66 -1.95 5.02
H -2.94 -0.92 3.62
Cl 3.77 -4.87 0.17
C 4.54 -4.02 -1.15
C 4.86 -4.75 -2.28
C 5.40 -4.13 -3.39
C 5.62 -2.76 -3.36
C 5.32 -2.05 -2.22
Cl 5.63 -0.34 -2.21
C 4.79 -2.65 -1.07
N 4.47 -1.84 0.03
C 4.66 -2.17 1.39
C 5.58 -3.12 1.80
C 5.71 -3.44 3.14
C 4.93 -2.79 4.10
C 4.06 -1.79 3.69
C 3.93 -1.47 2.34
C 3.11 -0.26 1.96
C 1.86 -0.41 1.19
O 1.19 0.67 0.93
O 1.33 -1.45 0.72
H 4.67 -5.82 -2.28
H 5.65 -4.71 -4.27
H 6.04 -2.25 -4.21
H 4.45 -0.86 -0.20
H 6.21 -3.61 1.07
H 6.43 -4.19 3.45
H 5.04 -3.02 5.15
H 3.50 -1.23 4.43
H 3.69 0.46 1.37
H 2.84 0.29 2.86
C 0.96 -3.80 -1.26
N -0.14 -3.71 -2.23
C -0.33 -4.85 -3.15
C -0.92 -2.68 -2.32
O -0.89 -1.62 -1.63
H 1.26 -4.84 -1.20
H 0.63 -3.45 -0.29
H 1.80 -3.20 -1.59
H -0.76 -5.69 -2.61
H 0.64 -5.14 -3.55
H -0.98 -4.56 -3.97
H -1.68 -2.73 -3.11
*
```

Results of the Löwdin charge analysis, in e, for atoms 1 through 99: 1.73 -0.04 -0.18 -0.13 0.04 -0.10 -0.03 -0.19 0.08 -0.19 0.08 -0.15 -0.19 -0.04 0.02 -0.10 -0.02 0.11 0.14 0.15 0.14 0.11 0.12 0.13 0.14 0.15 0.12 0.14 0.10 0.78 -0.60 -0.09 -0.04 -0.04 -0.08 -0.41 1.32 -0.36 -0.11 -0.05 -0.04 -0.04 -0.10 -0.38 -0.11 -0.05 -0.04 -0.06 -0.14 0.07 0.12 0.12 0.12 0.08 0.12 0.12 0.12 0.10 0.11 0.12 0.12 0.12 0.11 -0.01 -0.58 -0.05 -0.12 0.12 -0.07 -0.13 -0.08 0.18 0.19 0.16 0.14 0.14 0.14 0.11 0.14 0.12 0.77 -0.57 -0.10 -0.07 -0.09 -0.57 0.74 -0.30 0.07 -0.23 -0.06 -0.05 -0.07 -0.04 -0.16 -0.02 -0.57 -0.23 -0.11